# C26H29I2N8O3S2Y

A structure of composition C26H29I2N8O3S2Y (ωB97M-V with the def2-TZVPD basis set, the Open Molecules 2025 dataset).

Values from the calculation:
* LUMO energy: -0.22 eV
* ΔE to the lowest compared entry with this formula, charge and spin: 0.0 kcal per mole
* HOMO level: -7.549 eV
* HOMO-LUMO gap: 7.331 eV

Geometry as XYZ:
```
71
Properties=species:S:1:pos:R:3:mulliken_charge:R:1
I -6.0321 -3.6760 -1.7628 0.05
I -4.7240 2.0534 -0.7867 -0.01
Y 0.3263 0.2982 0.1124 1.13
S 2.6976 1.8448 -1.2341 -0.32
S 2.0373 -0.4895 2.1395 -0.53
O 0.0070 3.9827 2.3353 -0.70
O 0.2916 2.2274 1.0075 -0.39
O -1.8405 0.7214 -0.3962 -0.63
N 2.2853 4.4921 -1.7194 0.01
N 2.1358 -1.1556 -0.7737 1.84
N 0.2322 0.0620 -2.3732 0.68
N 3.1914 -1.6591 -0.0707 -1.55
N 2.8583 4.0936 0.3150 0.36
N 4.2026 -2.0041 1.8910 -0.22
N -1.0870 -0.2885 2.1690 -0.38
N -1.0187 -1.8188 -0.4801 0.74
C -4.9865 -0.9314 -1.1908 -0.30
C 2.6063 3.4939 -0.8661 -0.06
C -2.7249 -3.9049 -1.1329 -0.73
C -3.2426 -2.5924 -1.0581 0.70
C -0.5719 -3.0489 -0.5579 -0.45
C -1.5024 2.1436 2.5840 -0.37
C 3.5840 -1.5696 -2.7101 -2.09
C -1.1233 0.7887 3.1824 -0.84
C 3.9001 -3.0974 4.0864 -0.98
C 3.2602 3.4079 1.5317 -0.90
C -2.7260 -0.1725 -0.6575 0.01
C 2.3275 5.7121 -1.0789 -0.67
C -0.8830 0.1777 -4.4783 -1.07
C 1.1728 -0.7259 -2.9140 0.85
C 1.1027 -1.1246 -4.2480 -1.06
C 4.4808 -1.9275 3.3068 -0.56
C -0.7601 0.5102 -3.1395 -0.52
C -1.4013 -4.1358 -0.8911 -1.20
C 2.6808 5.4551 0.1967 -0.23
C -4.5998 -2.2398 -1.2867 -0.14
C -2.3320 -1.5650 -0.7335 0.23
C 3.1732 -1.4267 1.2304 0.35
C 0.0584 -0.6710 -5.0339 -0.53
C 2.2994 -1.1710 -2.0552 0.05
C -4.0698 0.0873 -0.8788 -0.33
C -0.3233 2.8736 1.9470 0.34
H -0.0157 -0.9757 -6.0692 0.44
H 3.6799 -2.6557 -2.7832 0.31
H 2.8137 -3.1017 3.9990 0.23
H 3.7846 2.4978 1.2497 0.34
H 5.5654 -1.8777 3.4299 0.39
H 1.8529 -1.7838 -4.6567 0.54
H 4.1591 -3.0256 5.1432 0.36
H -1.9093 2.7851 3.3652 0.39
H -0.1322 0.8357 3.6409 0.31
H -1.7096 0.5686 -5.0536 0.46
H 3.6657 -1.1396 -3.7045 0.58
H -1.8322 0.5398 3.9795 0.45
H -2.0358 -0.4966 1.8690 0.28
H -3.3893 -4.7209 -1.3841 0.18
H -0.9848 -5.1310 -0.9445 0.44
H -0.7034 -1.1291 2.5938 0.31
H 3.9211 4.0694 2.0878 0.37
H 2.0927 6.6347 -1.5731 0.42
H 2.0610 4.3124 -2.6820 0.21
H -6.0193 -0.6599 -1.3598 0.36
H 4.8048 -2.5590 1.3029 0.28
H -1.4792 1.1490 -2.6436 0.75
H 0.4823 -3.1958 -0.3485 0.42
H -2.2739 1.9983 1.8210 0.03
H 4.2774 -4.0492 3.7099 0.31
H 2.8094 6.1117 1.0359 0.44
H 4.4115 -1.2241 -2.0933 0.37
H 4.0720 -0.9890 3.6800 0.27
H 2.3735 3.1681 2.1121 0.17
```

# C4BrIO2

A structure of composition C4BrIO2 at a distorted geometry (ωB97M-V with the def2-TZVPD basis set, the Open Molecules 2025 dataset).

Values from the calculation:
* LUMO energy: -1.38 eV
* ΔE to the lowest compared entry with this formula, charge and spin: 0.0 kcal per mole
* HOMO level: -8.862 eV
* HOMO-LUMO gap: 7.479 eV

Geometry as XYZ:
```
8
Properties=species:S:1:pos:R:3:mulliken_charge:R:1
I -2.6204 -0.0066 0.1586 0.21
Br 2.5215 0.1306 0.3199 -0.02
O 0.4819 -2.7647 -0.2139 -0.34
O -0.5472 2.6743 -0.2516 -0.34
C 0.8124 0.6605 -0.1044 -0.36
C -0.6836 -0.6771 0.2630 -0.58
C -0.1358 -1.7921 -0.0830 0.71
C 0.1713 1.7752 -0.0885 0.72
```

The highest HOMO-LUMO gap belongs to which entry?
C4BrIO2

The highest LUMO energy belongs to which entry?
C26H29I2N8O3S2Y

What is the formula in the second record?
C4BrIO2

Look up the LUMO energy of the second one.
-1.38 eV